This record from the OMol25 dataset describes a 7-piece molecular cluster, C37H51NO23S overall in a non-equilibrium geometry. The level of theory is ωB97M-V with the def2-TZVPD basis set.

Output
total charge	0
2S+1	1
SMILES string	CCCCCC1=C(CC=O)C(=O)C(S)=C(ON=O)C1=O.C[C@@H]1COC(=O)O1.C[C@@H]1COC(=O)O1.C[C@@H]1COC(=O)O1.C[C@@H]1COC(=O)O1.C[C@@H]1COC(=O)O1.C[C@@H]1COC(=O)O1
orbital gap	7.5215	eV

Last column: Mulliken charge in e.
Positions of all 113 atoms, in Å:
1 O -1.9251 0.1970 -6.2896  -0.353
2 H 2.4082 -1.2345 2.3518  0.324
3 C 7.2062 1.9211 6.1736  0.575
4 S -3.4512 -0.3155 -2.3321  -0.193
5 O 4.7414 1.3797 2.7433  -0.533
6 H -8.3253 3.4812 2.5062  0.287
7 C -5.8517 4.1916 2.9427  -0.948
8 H 3.7166 -1.5365 3.5154  0.384
9 N -7.4594 -0.7144 -0.6253  0.272
10 O 5.1175 2.2700 0.7127  -0.328
11 O 0.3981 -1.1875 4.0169  -0.137
12 C -3.1023 -0.0810 -5.6952  0.565
13 H 7.3497 -0.5961 -0.5255  0.357
14 C -3.0732 0.7977 1.5285  0.862
15 C -1.9109 1.5376 2.1150  -0.840
16 H -2.0438 2.5988 1.9352  0.361
17 H 2.2148 -3.6536 5.0079  0.345
18 C -4.8306 1.8144 3.0677  -0.626
19 C 2.4222 -0.6964 -9.8692  0.680
20 C -0.4637 -2.1485 4.3880  0.611
21 C 5.3986 0.2897 -0.4203  0.522
22 O 0.1911 -3.2810 4.7149  -0.394
23 C -2.7888 -3.7896 1.0280  -1.101
24 O -3.8237 0.7307 -5.2085  -0.544
25 H 4.4907 1.1023 -10.1566  0.259
26 H -3.7832 3.6919 3.4062  0.372
27 H 5.5277 0.5863 6.2578  0.362
28 O -6.3426 -0.3646 1.8337  -0.639
29 C 1.5643 -3.1248 4.3175  -0.510
30 H 6.8131 1.9468 -0.4179  0.294
31 H 6.5704 -0.3410 -2.1013  0.382
32 O 2.2451 -0.1658 -11.0995  -0.331
33 O -1.6462 -2.0175 4.4298  -0.519
34 C 6.4028 -0.6306 -1.0643  -1.457
35 O -8.3263 -0.0054 -0.4213  -0.188
36 O 2.0966 -1.7907 -9.5506  -0.532
37 O 8.1106 1.2470 7.0736  -0.378
38 O 5.3383 0.0827 1.0082  -0.341
39 H -1.9610 0.4159 4.0506  0.487
40 H 2.4429 2.7141 -8.5737  0.337
41 C -4.5992 3.3158 2.8005  -0.678
42 C -3.9070 -0.1304 -0.6511  0.195
43 C -5.3987 0.1502 1.2455  0.090
44 H 5.3341 2.2706 -1.3530  0.313
45 H -0.6119 -1.2498 -5.6497  0.294
46 C -3.3396 -5.0969 1.5316  0.514
47 H -1.9501 -3.9548 0.3502  0.310
48 H -3.5456 -3.2352 0.4735  0.210
49 H 1.6862 -3.5343 3.3121  0.307
50 C -5.1862 0.0081 -0.2209  0.265
51 H 0.0020 -1.9544 -8.0420  0.442
52 H -5.8764 1.5889 3.2216  0.477
53 C 9.2945 1.9011 7.0693  0.617
54 H -1.3572 -5.7796 2.1138  0.289
55 O -6.2369 0.0680 -1.0681  -0.421
56 H 5.6983 1.4426 4.7218  0.366
57 O -3.3529 -1.4039 -5.7277  -0.307
58 H 7.8248 3.5219 4.8160  0.309
59 H -4.2975 -4.9412 2.0340  0.270
60 C -6.8243 3.7814 4.0514  -0.504
61 H 1.9525 -1.2756 5.3637  0.241
62 C 5.0369 1.2579 1.5981  0.629
63 H -8.9961 3.5448 4.1096  0.341
64 H 1.5804 1.7687 -10.8336  0.301
65 H -2.4628 -3.1793 1.8636  0.216
66 H -0.9561 -0.5695 -8.6015  0.316
67 O -1.0253 2.2043 4.2189  -0.604
68 C -2.8382 -0.1179 0.3713  -0.352
69 O 3.0115 0.2042 -9.0483  -0.334
70 C 3.4132 2.6053 -9.0584  -1.381
71 H 8.4827 1.9177 4.4114  0.297
72 C -2.4018 -5.8947 2.4127  -0.373
73 H -2.5016 -5.6688 3.4697  0.309
74 H -8.1326 2.1066 3.5544  0.268
75 H 3.5816 3.4572 -9.7166  0.374
76 H -2.1496 -3.0148 -6.2486  0.323
77 H 2.9518 1.5892 -11.9536  0.313
78 C -0.3776 -0.9721 -7.7687  -1.473
79 C 6.2461 0.9589 5.5275  -1.377
80 C 8.1853 2.5827 5.2262  -0.430
81 H 2.8646 0.0062 3.5075  0.372
82 H -6.3690 3.0486 4.7066  0.354
83 H -1.0120 1.2485 1.5744  0.491
84 O -2.8080 -7.2464 2.1497  -0.365
85 C -1.2284 -1.0470 -6.5289  0.547
86 C 5.7378 1.7658 -0.4803  -0.497
87 C 2.5179 1.2399 -11.0211  -0.492
88 H 6.6650 2.6733 6.7532  0.236
89 C 2.7438 -1.0655 3.3764  -1.433
90 H -2.8190 -2.0752 -7.6036  0.324
91 H -7.0788 4.6486 4.6486  0.449
92 O 9.3214 2.8150 6.0685  -0.348
93 H 4.3981 0.1080 -0.8205  0.275
94 H 6.0508 -1.6606 -1.0476  0.359
95 H -4.1191 0.7134 -2.8457  0.231
96 C -4.3482 0.9390 1.9487  0.600
97 C -3.3628 -7.2840 0.9154  0.607
98 H 0.4755 -0.3139 -7.6088  0.307
99 H -5.5030 5.1963 3.1637  0.347
100 O -3.5606 -6.0308 0.4513  -0.365
101 O -3.6304 -8.2779 0.3262  -0.537
102 C -8.1480 3.1917 3.5369  -1.123
103 C -2.3911 -2.0162 -6.6004  -0.493
104 C 3.4667 1.3191 -9.8419  0.483
105 C -1.6201 1.3493 3.5851  -0.169
106 O -1.8392 -0.8317 0.2476  -0.720
107 C 1.7371 -1.6199 4.3493  0.413
108 O 10.1842 1.7032 7.8260  -0.523
109 H -6.3458 4.2582 1.9796  0.428
110 H 6.7792 0.0958 5.1266  0.333
111 H 4.1745 2.6162 -8.2799  0.343
112 H -4.2888 1.5255 3.9639  0.460
113 H -4.2590 3.4130 1.7723  0.393

Cartesian forces, eV/Å:
0.1630 -0.0193 0.0194
0.0288 -0.1322 -0.0003
-0.0406 -0.0952 -0.1478
0.4621 -0.4632 -0.0921
-0.0376 0.1010 0.0425
-0.0603 0.1170 -0.2008
0.5078 0.1001 0.4490
0.0146 -0.0070 0.0443
-0.4580 -0.4385 0.6129
0.1052 0.0811 -0.1209
0.1720 0.1470 0.0483
0.0413 0.0271 -0.0609
0.0360 0.0985 -0.0407
-0.7537 0.0481 0.4262
0.0522 -0.2258 -0.1982
0.0424 0.2763 0.0458
-0.1037 -0.0327 0.0906
0.6067 -0.0965 0.0039
0.0372 0.1584 -0.0278
-0.0725 0.0212 0.0872
0.1399 -0.0109 -0.1185
0.1593 -0.1746 -0.0811
-0.1272 -0.1065 -0.3740
-0.0557 0.1105 0.0206
-0.0066 -0.0462 -0.0352
0.0633 0.0139 0.3270
-0.0120 0.0343 0.0094
0.7101 0.7789 -0.7785
-0.0681 -0.0011 0.0851
0.0213 -0.0526 -0.0023
-0.0228 0.0208 -0.0216
-0.0411 0.1186 -0.0811
-0.1819 -0.0369 -0.0851
0.0341 -0.1566 0.2315
-0.0233 -0.0143 -0.3423
-0.0111 -0.2105 0.0422
-0.1018 0.0428 0.0423
-0.0774 -0.0945 -0.0816
0.0251 -0.1571 0.0615
-0.0581 0.0310 -0.0921
-0.2546 -0.1668 -0.5305
-1.2056 0.2330 0.0248
-0.7063 -0.6326 0.5798
-0.1013 0.0701 0.0739
-0.0432 -0.0069 0.0463
0.1196 0.0783 -0.0449
0.0605 -0.0270 0.1046
-0.0212 -0.0015 0.0277
0.0128 0.0500 -0.0296
0.8050 -0.4308 -0.6541
0.0230 -0.0310 0.0279
-0.1951 -0.0370 0.1516
-0.1532 -0.0111 -0.0915
0.0086 0.0487 -0.0493
0.5063 0.5648 0.0287
0.0230 0.0245 0.0379
-0.0116 -0.1759 -0.1087
0.0781 0.0705 0.0666
-0.0181 -0.0531 0.0174
-0.6437 -0.0223 -0.3331
-0.0690 -0.0235 0.0373
0.0072 -0.0701 -0.1149
-0.1734 -0.0853 0.2280
0.0130 0.0297 0.0494
0.0609 0.1285 0.1656
-0.0677 -0.1023 -0.0165
-0.6229 -0.9535 -0.5492
1.2539 -1.0494 -0.2329
0.1134 0.0257 0.0173
-0.0408 -0.1257 0.2438
-0.0442 -0.0464 0.0064
-0.0480 -0.0833 0.0311
-0.0619 -0.1077 0.0573
-0.1104 -0.2100 0.0300
0.0136 -0.0007 -0.0334
-0.0715 0.0130 0.1214
0.0098 -0.1249 -0.0541
-0.0565 0.3297 0.0056
0.0064 -0.2276 0.2597
0.0374 0.0767 0.0333
0.0510 0.0107 0.0594
0.2109 0.0532 0.3209
0.2234 -0.1296 -0.0014
0.1329 0.0938 0.1302
0.0154 -0.0850 -0.1779
-0.0530 0.0240 0.0039
0.0164 -0.0458 -0.0393
0.0409 0.0366 0.0145
-0.2564 0.1822 -0.1386
0.0391 0.0281 -0.0314
0.1554 0.1888 0.2033
-0.0267 0.0273 -0.1479
-0.0343 0.0426 0.0321
-0.0270 0.0024 -0.0299
-0.3544 0.1291 0.0881
0.6289 -0.0885 -0.1413
0.0150 0.1175 0.0127
0.0410 -0.0446 0.0210
0.0643 0.2394 -0.1175
-0.0887 0.1239 0.0418
-0.0410 -0.1424 -0.0735
0.2720 -0.0348 -0.1792
-0.0171 -0.0074 0.0695
-0.0589 0.1714 0.0074
0.4774 1.0736 0.5818
-1.1631 1.3746 0.3069
0.2142 -0.0505 -0.1925
0.1560 -0.0234 0.1336
-0.2938 -0.1029 -0.1262
0.0708 0.0694 -0.0904
0.0302 0.0078 -0.0226
-0.1298 -0.0622 0.3246
0.1473 0.1290 -0.1799